Entry from the Open Molecules 2025 dataset: a molecular structure, C38H43Cl5FN9PtSeSi (ωB97M-V/def2-TZVPD).

The geometry in XYZ format:
```
99
C38H43Cl5FN9PtSeSi ωB97M-V/def2-TZVPD
Pt 1.07675 0.20994 1.49586
C 3.39575 4.12967 1.48069
Si 2.51465 2.97702 0.31671
C 1.57559 3.91307 -0.99028
C 3.78114 1.84066 -0.44985
N 1.36019 2.10194 1.47813
C 0.72711 3.01543 2.36926
C -0.33118 3.80051 1.89645
C -1.01129 4.67048 2.73174
C -0.61224 4.81196 4.05440
C 0.48204 4.10453 4.52609
C 1.14044 3.23469 3.68230
F 2.26269 2.64850 4.12238
H 4.13272 4.68469 0.89321
H 3.93264 3.59097 2.26313
H 2.73146 4.85738 1.94685
H 2.29582 4.24294 -1.74434
H 1.08637 4.80448 -0.59662
H 0.84013 3.29153 -1.50132
H 4.71101 2.41586 -0.48342
H 3.54306 1.56848 -1.47751
H 3.99523 0.93385 0.11608
H -0.61434 3.71277 0.85341
H -1.83729 5.25217 2.34596
H -1.13154 5.49591 4.71114
H 0.85363 4.23321 5.53391
N -1.97965 1.30933 0.95330
C -1.98982 -0.01119 1.11999
N -3.14554 -0.64590 1.03963
C -3.12885 -1.96002 1.26273
N -4.27273 -2.62503 1.20937
N -2.00740 -2.67869 1.54525
C -0.90850 -1.98690 1.56507
N -0.80995 -0.66059 1.34041
C 0.37638 -2.67424 1.76201
C 0.47464 -4.03148 1.98698
C 1.73776 -4.60439 2.00596
C 2.83944 -3.80189 1.75974
C 2.65963 -2.44230 1.56278
N 1.44749 -1.88575 1.59925
H -2.88117 1.76067 0.93990
H -1.19434 1.84928 1.28503
H -5.13093 -2.12863 1.03760
H -4.29002 -3.60866 1.41788
H -0.42894 -4.60781 2.12461
H 1.85726 -5.66392 2.18731
H 3.83927 -4.21091 1.72882
H 3.49325 -1.78471 1.37880
C 0.80970 -1.94806 -4.63575
C 1.67463 -2.89689 -3.80678
C 0.90315 -3.79762 -2.83929
C 0.48361 -3.14742 -1.52503
N -0.47984 -2.05661 -1.69831
C -0.22690 -0.73739 -1.64662
Se 1.39279 0.06852 -1.10902
N -1.31209 -0.06895 -2.06891
C -1.37691 1.37746 -2.31270
C -0.74566 1.76682 -3.64458
C -1.47861 1.24031 -4.87752
C -2.78974 1.96892 -5.15131
C -2.31242 -0.98462 -2.38276
C -3.62067 -0.81514 -2.82385
C -4.36255 -1.96280 -3.01745
C -3.82589 -3.23823 -2.77868
C -2.52864 -3.40566 -2.33823
C -1.78266 -2.24664 -2.14611
H 0.41034 -1.11526 -4.05445
H 1.39118 -1.51300 -5.44811
H -0.03308 -2.47862 -5.08478
H 2.43557 -2.33424 -3.25680
H 2.21937 -3.54654 -4.49323
H 1.52743 -4.64977 -2.55948
H 0.02872 -4.21566 -3.34553
H 1.35066 -2.72191 -1.02078
H 0.02075 -3.88311 -0.86453
H -0.86094 1.86126 -1.48568
H -2.42832 1.65864 -2.26194
H 0.29465 1.42978 -3.63923
H -0.71657 2.86008 -3.67938
H -1.65389 0.16433 -4.77941
H -0.82091 1.35210 -5.74097
H -3.47161 1.93584 -4.29777
H -3.31311 1.53270 -6.00109
H -2.60741 3.02031 -5.37786
H -4.04021 0.16154 -3.01825
H -5.38145 -1.87935 -3.37008
H -4.44310 -4.10909 -2.95260
H -2.11581 -4.38917 -2.16016
Cl 3.81317 0.21738 2.97098
C 2.47171 -0.07307 4.04206
C 1.17875 0.08999 3.55204
C 0.14316 0.08048 4.47356
Cl -1.47112 0.50282 4.00991
C 0.37821 -0.18985 5.82741
Cl -0.92097 -0.22514 6.94190
C 1.67528 -0.43048 6.27530
Cl 1.97030 -0.79034 7.91811
C 2.74064 -0.34204 5.37745
Cl 4.34949 -0.54547 5.91951
```

Calculated values
**Charge**: +2
**Maximum force**: 0.5 eV Å⁻¹
**LUMO level (alpha / beta)**: -7.418 / -7.417 eV
**Energy above the lowest of the compared OMol25 structures with the same formula, charge and spin**: 0.000 eV
**Kohn-Sham gap (alpha / beta)**: 6.16 / 6.16 eV